86
Properties=species:S:1:pos:R:3:lowdin_charge:R:1 method="wB97M-V/def2-TZVPD" relative_energy_kcal_mol=10.1 total_charge=0 gap_ev=6.69 e_homo_ev=-6.7529
Cs 0.294 -0.345 -1.374 1.144
Cl 5.310 -3.903 -6.428 0.616
C 4.261 -3.376 -5.133 -0.687
C 4.718 -3.427 -3.800 -0.108
C 3.910 -3.026 -2.778 -0.010
C 2.578 -2.524 -2.989 -0.418
O 1.872 -2.115 -2.025 -0.427
C 2.134 -2.499 -4.362 -0.161
C 0.827 -2.091 -4.797 -0.146
N -0.166 -1.623 -4.118 0.039
C -1.399 -1.542 -4.785 -0.223
C -1.770 -2.413 -5.787 -0.022
C -3.023 -2.334 -6.429 -0.072
C -3.945 -1.406 -6.048 -0.049
C -3.643 -0.531 -4.978 -0.157
C -4.586 0.403 -4.488 -0.016
C -4.276 1.187 -3.419 -0.055
C -3.000 1.044 -2.839 -0.154
N -2.087 0.217 -3.276 0.031
C -2.380 -0.585 -4.339 -0.172
C 3.004 -2.930 -5.395 -0.098
H 5.718 -3.790 -3.599 0.102
H 4.258 -3.059 -1.753 0.112
H 0.705 -2.203 -5.886 0.115
H -1.097 -3.213 -6.066 0.109
H -3.252 -3.037 -7.220 0.106
H -4.915 -1.345 -6.525 0.110
H -5.556 0.471 -4.968 0.117
H -4.979 1.900 -3.011 0.103
H -2.735 1.642 -1.970 0.108
H 2.653 -2.910 -6.422 0.107
C -4.591 -1.758 4.951 -0.068
C -3.284 -0.988 5.131 -0.558
C -3.596 0.350 5.817 -0.042
C -2.348 -1.814 6.025 -0.041
C -2.594 -0.717 3.797 -0.155
C -3.105 -1.127 2.574 -0.001
C -2.397 -0.827 1.419 -0.128
N -1.247 -0.168 1.399 0.043
C -0.737 0.232 2.569 -0.192
C -1.387 -0.026 3.769 0.035
C 0.573 0.969 2.520 -0.198
C 1.207 1.410 3.672 0.031
C 2.422 2.086 3.602 -0.155
C 2.951 2.288 2.336 0.009
C 2.256 1.815 1.230 -0.114
N 1.097 1.173 1.307 0.053
C 3.101 2.561 4.884 -0.558
C 3.391 1.347 5.779 -0.042
C 4.418 3.281 4.599 -0.067
C 2.164 3.529 5.621 -0.043
H -5.047 -1.928 5.928 0.087
H -4.424 -2.733 4.488 0.088
H -5.307 -1.203 4.342 0.088
H -4.096 0.173 6.772 0.087
H -4.253 0.962 5.195 0.093
H -2.689 0.924 6.015 0.078
H -2.832 -2.019 6.982 0.087
H -1.414 -1.288 6.227 0.078
H -2.103 -2.767 5.553 0.094
H -4.035 -1.671 2.496 0.104
H -2.785 -1.141 0.454 0.108
H -0.955 0.310 4.700 0.099
H 0.764 1.229 4.641 0.098
H 3.889 2.801 2.184 0.106
H 2.651 1.963 0.231 0.046
H 4.048 0.639 5.271 0.094
H 2.476 0.821 6.055 0.077
H 3.882 1.671 6.699 0.087
H 5.134 2.629 4.096 0.089
H 4.865 3.602 5.542 0.086
H 4.267 4.170 3.983 0.089
H 1.222 3.051 5.893 0.077
H 1.936 4.397 5.000 0.093
H 2.639 3.881 6.540 0.087
C 0.164 1.919 -5.399 -0.068
N 0.942 2.211 -4.212 -0.051
C 2.102 1.609 -3.889 -0.973
N 2.526 0.645 -4.727 0.129
S 2.989 2.058 -2.530 0.554
H -0.702 2.575 -5.415 0.091
H -0.200 0.889 -5.389 0.064
H 0.745 2.089 -6.308 0.092
H 0.694 2.985 -3.622 0.114
H 1.896 0.224 -5.388 0.080
H 3.287 0.069 -4.405 0.095